A 13-piece molecular cluster, C21H68O13 overall. Source: the Open Molecules 2025 dataset; level of theory: the ωB97M-V functional and the def2-TZVPD basis.

## Properties
- Charge: 0
- Energy above the lowest of the compared OMol25 structures with the same formula, charge and spin: 87.5 kcal/mol
- Energy: -49493.2135 eV
- Orbital gap: 10.40 eV
- E_HOMO: -9.85 eV

Each line ends with the Mulliken charge.
Geometry (Å):
C: 4.168791 1.075731 2.652531  -1.0110
O: 3.206697 0.447194 1.755668  0.0143
H: 4.770676 0.238097 3.099802  0.2685
H: 4.803790 1.668427 2.049693  0.4041
H: 3.672084 1.751767 3.357952  0.2668
H: 2.834059 -0.261355 2.323847  0.2572
C: 2.488308 -1.876936 -3.578256  -0.8310
O: 1.922690 -1.829799 -2.280162  -0.0880
H: 2.445321 -0.893371 -4.071758  0.2851
H: 3.544885 -2.271553 -3.530373  0.2516
H: 1.893557 -2.603260 -4.105005  0.2617
H: 2.407434 -1.103158 -1.829634  0.3149
C: -3.494743 0.788063 3.728002  -0.2415
O: -2.539049 -0.308634 3.789506  -0.4829
H: -3.436651 1.155967 2.693663  -0.0570
H: -4.460600 0.375378 3.985908  0.2321
H: -3.158704 1.558116 4.414488  0.2708
H: -2.467614 -0.703504 2.893921  0.2821
C: 3.890626 1.051871 -1.321263  -0.6555
O: 3.388712 -0.160576 -0.805729  -0.5273
H: 4.957184 1.303576 -1.069953  0.2398
H: 3.819706 0.963649 -2.382057  0.3121
H: 3.273576 1.870437 -1.005689  0.1357
H: 3.168122 0.017544 0.097104  0.2973
C: -1.494034 -3.183653 -0.579995  -0.1264
O: -1.946361 -4.521799 -0.699174  -0.6332
H: -0.756701 -2.886808 -1.360842  -0.1073
H: -2.328211 -2.434170 -0.573433  0.2551
H: -1.067607 -3.101304 0.397449  0.2455
H: -2.596947 -4.577231 -1.425128  0.3381
C: -4.978062 0.195209 0.153626  -1.0210
O: -3.613845 0.501086 0.085044  -0.0899
H: -5.522343 0.386423 -0.786421  0.3561
H: -4.976561 -0.858684 0.425950  0.3481
H: -5.530876 0.781270 0.925906  0.2780
H: -3.648118 1.206589 -0.526275  0.1368
C: 1.841352 3.975952 1.010302  -0.4701
O: 1.224662 3.872014 -0.293534  -0.4978
H: 1.123142 4.366962 1.717574  0.3532
H: 2.122858 3.024707 1.468707  -0.0482
H: 2.720814 4.673358 0.973910  0.2389
H: 0.430663 3.341441 -0.144394  0.2279
C: -0.103184 4.285301 -3.741525  -0.8175
O: -1.091491 3.343804 -3.243616  -0.6236
H: 0.524986 4.587214 -2.927301  0.2438
H: 0.512131 3.868577 -4.535086  0.3306
H: -0.708989 5.059968 -4.213470  0.2824
H: -0.594188 2.609197 -2.842109  0.1259
C: -1.780327 -3.342886 -4.063164  -0.4909
O: -3.091836 -3.198358 -3.508133  -0.5050
H: -1.338351 -2.334047 -4.243176  0.1558
H: -1.099355 -3.907734 -3.469314  0.2180
H: -1.941503 -3.857276 -5.029981  0.3608
H: -3.515351 -2.390375 -3.819670  0.2911
C: 1.715991 -2.910966 5.148388  -1.4795
C: 1.384223 -1.770421 4.179476  1.0996
C: 0.948355 -0.486038 4.782453  -1.3143
O: 2.541869 -1.545210 3.432511  -0.4893
H: 2.382054 -2.639275 5.933417  0.3089
H: 2.125905 -3.769342 4.537319  0.4000
H: 0.804594 -3.292062 5.604146  0.4245
H: 0.557414 -2.119455 3.505611  -0.1114
H: 0.804969 0.292033 4.012970  0.1709
H: 1.703114 -0.143137 5.458324  0.3917
H: -0.029280 -0.527724 5.289615  0.3420
H: 2.912717 -2.403520 3.087998  0.2652
C: -3.511900 5.178293 -2.094605  -1.7118
C: -3.893706 4.003355 -1.218004  0.9809
C: -5.396627 3.930248 -1.215714  -1.3091
O: -3.337000 2.819494 -1.723280  -0.5048
H: -4.127414 5.974319 -1.763899  0.4852
H: -3.796300 5.000414 -3.161147  0.3609
H: -2.454282 5.425773 -2.111374  0.3338
H: -3.472041 4.231094 -0.207862  0.1143
H: -5.698143 4.158830 -2.224963  0.3306
H: -5.761871 4.736705 -0.522438  0.3742
H: -5.638289 2.927285 -0.877355  0.2955
H: -2.631997 3.019588 -2.366485  0.3892
C: 4.410811 -4.889198 0.408845  -1.6656
C: 3.507372 -3.718680 0.414843  1.0975
C: 2.037568 -4.093228 0.440928  -0.9365
O: 3.779208 -2.944583 1.599188  -0.7576
H: 4.311578 -5.415074 -0.547885  0.3882
H: 4.185897 -5.461129 1.311047  0.3707
H: 5.467737 -4.548653 0.501587  0.3585
H: 3.674700 -3.145625 -0.502485  -0.0294
H: 1.613226 -4.396105 1.411063  0.3183
H: 1.784779 -4.951298 -0.200395  0.4949
H: 1.424448 -3.286688 0.079847  -0.0738
H: 3.745321 -2.016188 1.396942  0.2019
C: -0.483678 0.041311 0.577447  -1.0447
C: -0.185352 1.015206 -0.590166  2.6479
C: -0.360328 0.339164 -1.962870  -1.4444
O: -0.935394 2.174279 -0.417159  -0.1822
H: -1.470405 -0.505469 0.460182  -0.4187
H: -0.607538 0.601614 1.477736  0.4768
H: 0.258029 -0.695937 0.719040  0.5894
H: 0.826589 1.368968 -0.522470  -0.8482
H: -1.388750 0.419522 -2.315958  0.3707
H: 0.077578 -0.694113 -1.986662  -0.1303
H: 0.233783 0.862173 -2.741210  0.4520
H: -1.914757 2.111012 -0.491519  0.0619

Cartesian forces, eV/Å:
-0.4 -1.5 -0.3
0.3 0.3 1.1
-0.5 1.1 0.1
0.8 0.6 -0.7
0.1 -0.5 0.2
-0.4 0.0 -0.1
0.7 -0.5 0.6
0.4 0.5 -0.1
0.1 -0.3 -0.1
-0.8 0.6 -0.2
-0.1 -0.2 -0.6
-0.3 -0.5 0.4
1.3 -1.1 -1.0
0.0 0.0 -0.5
-0.6 0.3 0.4
-0.4 0.4 0.0
-0.1 0.0 0.1
-0.1 0.5 0.9
0.9 0.2 0.1
0.6 -0.3 -1.1
-0.8 -0.6 0.0
0.1 0.2 -0.9
-0.4 0.6 0.2
-0.2 0.1 1.5
-0.8 0.7 -0.5
-0.4 0.0 -0.6
-0.4 -0.2 0.5
0.5 -0.6 -0.3
0.6 0.0 0.5
0.5 0.2 0.4
-1.1 -0.6 0.9
-0.1 -0.3 0.5
0.4 -0.4 0.1
-0.8 -0.1 -0.1
0.5 -0.3 -0.2
0.9 1.6 -1.3
0.2 0.6 -0.3
0.9 0.0 1.0
-0.3 0.5 0.2
0.3 -0.3 -0.5
-0.8 -0.8 -0.2
-0.4 0.1 -0.3
-1.3 -0.6 -0.3
1.0 -0.4 -0.3
0.3 0.6 0.4
0.0 -0.4 0.0
0.4 0.3 0.4
-0.3 0.4 0.0
-1.0 1.4 -1.9
0.2 -0.3 0.9
-0.1 -0.7 0.1
0.1 -0.5 0.8
0.6 0.2 0.3
0.4 -0.2 0.0
-1.1 -1.0 -1.2
-1.0 -1.6 -0.2
-0.9 1.0 -0.1
1.2 -0.2 -0.9
0.7 0.3 0.4
-0.2 0.8 0.8
-0.1 0.0 0.1
0.5 0.1 0.3
0.2 -0.3 0.1
0.5 0.4 0.6
0.4 -0.3 -0.1
-0.5 0.9 0.2
0.2 -0.6 -1.3
1.0 1.5 0.0
0.5 0.6 1.3
-0.1 -1.2 0.0
-0.2 1.3 0.3
0.1 -0.1 0.7
0.1 0.1 0.3
-0.4 -0.5 -0.4
-0.6 -0.3 -0.3
0.0 -1.0 -0.6
-0.7 0.1 0.0
0.0 0.2 0.1
1.4 0.0 0.3
-1.0 0.5 0.0
-0.9 -0.9 -0.2
0.5 -0.4 -0.1
-0.1 -0.3 0.5
0.1 -0.6 -0.3
-0.6 -0.2 -0.1
0.1 0.4 0.3
0.7 0.2 0.1
0.4 0.2 -0.1
-0.2 0.5 -0.1
0.1 0.7 -0.4
-1.9 0.0 -1.0
-0.6 -2.1 0.4
0.9 0.1 -0.4
-1.0 1.5 -0.1
1.1 0.7 -0.3
0.2 0.5 0.8
1.1 -0.8 0.0
0.7 -0.1 0.2
-0.2 -0.5 0.2
-0.8 0.9 0.2
-0.1 0.0 0.3
1.0 -0.3 -0.1